{
  "formula": "C21H30N9RhSeTe",
  "method": "ωB97M-V with the def2-TZVPD basis set",
  "elements": ["Rh", "C", "N", "C", "C", "N", "C", "C", "Se", "H", "H", "H", "H", "H", "H", "H", "H", "C", "N", "C", "N", "C", "N", "C", "N", "C", "C", "H", "H", "H", "H", "H", "H", "H", "H", "H", "H", "H", "H", "N", "C", "C", "N", "C", "C", "N", "H", "H", "H", "H", "H", "Te", "C", "C", "C", "C", "C", "C", "H", "H", "H", "H", "H"],
  "positions_angstrom": [[0.390, 0.744, -0.138], [1.474, -0.261, 3.655], [0.037, -0.508, 3.779], [-0.532, -1.398, 4.667], [-1.868, -1.307, 4.514], [-2.098, -0.363, 3.533], [-3.434, 0.007, 3.055], [-0.927, 0.117, 3.088], [-0.707, 1.544, 1.873], [2.005, -1.109, 4.077], [1.748, 0.649, 4.183], [1.734, -0.163, 2.608], [0.057, -2.002, 5.335], [-2.670, -1.824, 5.013], [-4.069, 0.231, 3.908], [-3.864, -0.817, 2.491], [-3.359, 0.888, 2.428], [-1.911, -1.080, -1.176], [-3.011, -1.415, -2.049], [-2.531, -1.404, -3.439], [-2.005, -0.084, -3.814], [-0.915, 0.254, -2.933], [-1.341, 0.270, -1.491], [-2.463, 1.270, -1.374], [-3.555, 0.942, -2.258], [-4.059, -0.392, -1.913], [-3.073, 0.914, -3.644], [-1.117, -1.821, -1.289], [-2.245, -1.070, -0.136], [-3.355, -1.659, -4.103], [-1.746, -2.152, -3.556], [-0.538, 1.247, -3.180], [-0.115, -0.482, -3.045], [-2.065, 2.259, -1.609], [-2.809, 1.263, -0.341], [-4.885, -0.644, -2.575], [-4.428, -0.386, -0.886], [-2.695, 1.900, -3.916], [-3.901, 0.664, -4.304], [3.087, 3.496, -4.059], [2.610, 3.514, -2.799], [1.952, 2.409, -2.228], [1.491, 2.466, -0.982], [1.665, 3.586, -0.273], [2.316, 4.663, -0.855], [2.781, 4.636, -2.093], [3.007, 2.693, -4.654], [3.564, 4.311, -4.406], [1.815, 1.491, -2.789], [1.295, 3.613, 0.741], [2.464, 5.579, -0.296], [2.081, -1.147, -0.809], [2.950, -2.235, 0.745], [2.808, -3.621, 0.740], [3.441, -4.363, 1.727], [4.228, -3.729, 2.681], [4.381, -2.347, 2.662], [3.735, -1.588, 1.697], [2.222, -4.122, -0.021], [3.335, -5.440, 1.734], [4.738, -4.317, 3.433], [5.015, -1.858, 3.392], [3.868, -0.513, 1.677]],
  "nbo_charge": [0.744, -0.408, -0.320, -0.044, -0.038, -0.318, -0.415, 0.251, -0.105, 0.237, 0.237, 0.221, 0.258, 0.260, 0.244, 0.227, 0.238, -0.079, -0.447, -0.084, -0.444, -0.083, -0.524, -0.082, -0.443, -0.082, -0.084, 0.204, 0.203, 0.226, 0.207, 0.209, 0.200, 0.214, 0.211, 0.226, 0.201, 0.210, 0.225, -0.761, 0.377, -0.069, -0.463, -0.076, 0.062, -0.394, 0.406, 0.430, 0.198, 0.221, 0.229, 0.523, -0.332, -0.161, -0.207, -0.166, -0.194, -0.248, 0.223, 0.243, 0.242, 0.238, 0.225],
  "gap_ev": [8.8348, 5.6748],
  "total_energy_ev": -111307.1494,
  "spin_multiplicity": 5,
  "charge": 2
}



{
  "formula": "C28H78N15O7P4",
  "method": "ωB97M-V with the def2-TZVPD basis set",
  "elements": ["N", "O", "O", "O", "O", "P", "N", "C", "C", "N", "C", "C", "N", "C", "C", "H", "H", "H", "H", "H", "H", "H", "H", "H", "H", "H", "H", "H", "H", "H", "H", "H", "H", "O", "P", "N", "C", "C", "N", "C", "C", "N", "C", "C", "H", "H", "H", "H", "H", "H", "H", "H", "H", "H", "H", "H", "H", "H", "H", "H", "H", "H", "O", "P", "N", "C", "C", "N", "C", "C", "N", "C", "C", "H", "H", "H", "H", "H", "H", "H", "H", "H", "H", "H", "H", "H", "H", "H", "H", "H", "H", "O", "P", "N", "C", "C", "N", "C", "C", "N", "C", "C", "H", "H", "H", "H", "H", "H", "H", "H", "H", "H", "H", "H", "H", "H", "H", "H", "H", "H", "C", "C", "N", "H", "H", "H", "C", "C", "N", "H", "H", "H"],
  "positions_angstrom": [[-0.938, -2.105, -3.062], [0.151, -2.182, -3.566], [-1.175, -2.935, -2.186], [-1.770, -1.217, -3.320], [-7.768, 3.993, -4.554], [-8.127, 5.122, -5.492], [-9.860, 5.418, -5.764], [-10.826, 4.937, -4.730], [-10.364, 6.293, -6.831], [-7.334, 5.084, -6.987], [-5.838, 4.994, -7.022], [-7.895, 4.353, -8.080], [-7.689, 6.673, -4.924], [-7.652, 6.773, -3.478], [-7.578, 7.976, -5.593], [-10.344, 4.749, -3.771], [-11.358, 4.060, -5.100], [-11.494, 5.790, -4.615], [-11.300, 5.873, -7.201], [-9.752, 6.166, -7.724], [-10.484, 7.345, -6.573], [-5.308, 5.801, -6.517], [-5.615, 3.955, -6.779], [-5.432, 5.217, -8.008], [-7.806, 3.295, -7.833], [-8.934, 4.606, -8.289], [-7.399, 4.499, -9.039], [-6.961, 5.979, -3.195], [-7.218, 7.695, -3.091], [-8.621, 6.576, -3.019], [-6.643, 8.485, -5.357], [-8.447, 8.587, -5.348], [-7.613, 7.736, -6.656], [11.436, -4.602, -1.986], [10.308, -5.147, -1.146], [10.404, -4.657, 0.526], [11.455, -5.186, 1.389], [9.909, -3.254, 0.913], [10.071, -6.852, -1.183], [10.389, -7.591, -2.417], [9.257, -7.534, -0.168], [8.750, -4.652, -1.644], [8.464, -4.424, -3.062], [7.534, -4.780, -0.832], [11.466, -6.273, 1.304], [11.239, -4.939, 2.428], [12.399, -4.794, 1.010], [9.797, -3.082, 1.984], [8.963, -3.108, 0.392], [10.588, -2.508, 0.501], [10.704, -8.603, -2.164], [9.504, -7.765, -3.030], [11.257, -7.264, -2.989], [9.101, -8.613, -0.197], [9.598, -7.261, 0.831], [8.214, -7.241, -0.286], [9.352, -4.179, -3.644], [7.878, -5.238, -3.487], [7.814, -3.550, -3.119], [7.865, -5.039, 0.173], [6.857, -5.509, -1.276], [7.007, -3.831, -0.738], [-1.907, 3.140, 2.048], [-0.938, 4.147, 2.602], [-0.455, 5.381, 1.528], [-0.879, 5.368, 0.112], [0.433, 6.553, 1.822], [0.621, 3.517, 3.001], [1.287, 2.555, 2.144], [1.564, 4.052, 4.078], [-1.615, 5.105, 3.864], [-1.634, 4.583, 5.245], [-2.625, 6.163, 3.659], [-1.674, 4.632, -0.012], [-0.084, 4.990, -0.531], [-1.324, 6.317, -0.190], [0.265, 7.470, 1.257], [1.450, 6.271, 1.549], [0.390, 6.823, 2.877], [2.322, 2.438, 2.465], [0.732, 1.618, 2.086], [1.251, 3.027, 1.162], [1.733, 3.219, 4.760], [2.376, 4.565, 3.562], [1.062, 4.952, 4.433], [-2.323, 3.750, 5.382], [-0.606, 4.455, 5.583], [-2.120, 5.374, 5.817], [-3.639, 5.925, 3.980], [-2.735, 6.440, 2.611], [-2.284, 7.105, 4.089], [-3.230, -5.189, 5.200], [-2.510, -5.695, 6.370], [-0.994, -6.499, 6.053], [-0.295, -6.203, 4.791], [-0.159, -7.113, 7.094], [-3.251, -6.901, 7.262], [-3.039, -7.053, 8.694], [-4.317, -7.573, 6.629], [-1.995, -4.512, 7.546], [-2.855, -3.849, 8.513], [-0.971, -3.552, 7.027], [0.684, -6.651, 4.625], [-0.243, -5.116, 4.727], [-1.005, -6.481, 4.012], [-0.027, -6.412, 7.919], [0.819, -7.401, 6.709], [-0.618, -8.043, 7.430], [-2.935, -8.102, 8.970], [-2.173, -6.504, 9.063], [-3.912, -6.667, 9.220], [-5.024, -6.853, 6.216], [-4.103, -8.215, 5.774], [-4.882, -8.188, 7.329], [-3.497, -3.215, 7.901], [-3.401, -4.602, 9.081], [-2.279, -3.187, 9.160], [-0.011, -3.759, 7.499], [-1.191, -2.536, 7.356], [-0.863, -3.510, 5.943], [1.331, 0.411, -8.855], [2.746, 0.089, -9.157], [3.817, -0.289, -9.324], [1.175, 1.271, -8.204], [0.915, -0.489, -8.400], [0.795, 0.577, -9.790], [4.670, 4.072, -3.875], [4.173, 4.839, -5.039], [3.692, 5.429, -5.950], [4.224, 4.560, -3.008], [5.752, 3.948, -3.906], [4.163, 3.112, -3.972]],
  "lowdin_charge": [-0.715, -0.081, -0.102, -0.101, -0.295, 0.636, -0.300, -0.100, -0.134, -0.319, -0.082, -0.150, -0.328, -0.136, -0.115, 0.068, 0.074, 0.072, 0.079, 0.048, 0.073, 0.079, 0.090, 0.073, 0.090, 0.056, 0.084, 0.073, 0.079, 0.071, 0.077, 0.072, 0.065, -0.321, 0.625, -0.305, -0.129, -0.070, -0.298, -0.117, -0.116, -0.322, -0.111, -0.133, 0.060, 0.079, 0.080, 0.077, 0.047, 0.075, 0.068, 0.075, 0.078, 0.082, 0.062, 0.056, 0.077, 0.077, 0.078, 0.063, 0.084, 0.081, -0.298, 0.608, -0.311, -0.121, -0.103, -0.322, -0.116, -0.095, -0.309, -0.111, -0.118, 0.069, 0.075, 0.073, 0.071, 0.068, 0.063, 0.079, 0.085, 0.073, 0.086, 0.072, 0.045, 0.083, 0.056, 0.070, 0.082, 0.072, 0.075, -0.257, 0.590, -0.299, -0.110, -0.118, -0.310, -0.132, -0.141, -0.313, -0.119, -0.106, 0.080, 0.053, 0.075, 0.062, 0.073, 0.067, 0.083, 0.068, 0.071, 0.076, 0.084, 0.084, 0.087, 0.055, 0.081, 0.075, 0.073, 0.068, -0.067, -0.281, 0.108, 0.081, 0.086, 0.072, -0.072, -0.274, 0.102, 0.080, 0.080, 0.085],
  "gap_ev": 5.6151,
  "total_energy_ev": -104138.0699,
  "spin_multiplicity": 1,
  "charge": -1
}